# 1
Formula: C6H11O
Source: the OMol25 dataset
Level of theory: ωB97M-V with the def2-TZVPD basis set

Structure (XYZ):
```
18
Properties=species:S:1:pos:R:3:forces:R:3
C -0.8114 -1.1882 2.2372 -0.208 0.749 -0.276
O -1.6070 -1.3783 3.2774 -0.367 0.139 0.245
C -0.4439 0.3292 1.9239 -0.047 -0.760 0.836
C 0.5938 0.4918 0.8234 -0.229 0.726 -1.295
C 0.2191 -0.0071 -0.5713 -1.017 0.698 -0.193
C 0.4925 0.6518 -1.7037 0.550 0.447 0.222
C 0.4733 0.1424 -3.1312 -1.943 0.529 1.155
H 0.1414 -1.7819 2.3462 0.115 0.212 -0.585
H -1.2942 -1.4109 1.2217 0.311 -0.739 0.357
H -0.1762 0.8562 2.8587 0.346 -0.330 -0.262
H -1.4116 0.7682 1.6665 0.078 0.170 -0.369
H 1.5354 -0.0553 0.9434 -0.066 -0.039 0.892
H 0.8872 1.5548 0.7095 0.022 -0.289 0.023
H -0.4601 -0.8604 -0.6257 0.924 -0.597 0.047
H 0.6911 1.7270 -1.6231 0.725 -0.259 0.137
H 0.2570 -0.9240 -3.0896 0.400 -0.103 -0.468
H -0.4215 0.6364 -3.5446 0.269 -0.229 -0.574
H 1.3352 0.4484 -3.7187 0.136 -0.323 0.108
```
Positions in Å, forces in eV/Å.

Summary:
gap between HOMO and LUMO: 5.655 eV
ΔE to the lowest compared entry with this formula, charge and spin: 76.4 kJ/mol
highest occupied orbital energy: -2.12 eV
net charge: -1
SMILES: C/C=C/CCC[O-]
total energy: -8446.0793 eV

Here are the natural (NBO) charges for atoms 1 to 2, given in e: atom 1 (C): 0.022, atom 2 (O): -0.946

---

# 2
Formula: C2N2O4S2
Source: the OMol25 dataset
Level of theory: ωB97M-V with the def2-TZVPD basis set

Structure (XYZ):
```
10
Properties=species:S:1:pos:R:3:forces:R:3
C -1.4357 0.5347 0.2105 -1.854 0.816 0.432
C 0.7878 1.6359 -0.1277 0.761 -0.490 -0.092
N -2.5860 0.3689 0.4007 1.389 0.224 -0.370
N -0.1452 0.6139 0.0857 0.217 -3.610 0.117
O -0.2255 -2.1221 1.2773 -0.309 0.633 0.548
O 1.9682 1.3032 -0.0866 -0.123 0.261 0.013
O 1.7129 -1.8595 -0.1874 -1.185 0.937 0.435
O -0.5127 -2.0225 -1.1492 0.075 0.858 0.719
S 0.1594 3.1916 -0.4423 -0.376 0.763 -0.057
S 0.2769 -1.6441 0.0191 1.405 -0.391 -1.746
```
Positions in Å, forces in eV/Å.

Summary:
gap between HOMO and LUMO: 6.346 eV
highest occupied orbital energy: -0.52 eV
net charge: -2
total energy: -34914.4079 eV

Here are the natural (NBO) charges for atoms 1 to 2, given in e: atom 1 (C): 0.477, atom 2 (C): 0.474

---

# 3
Formula: C4H8N2O2
Source: the OMol25 dataset
Level of theory: ωB97M-V with the def2-TZVPD basis set

Structure (XYZ):
```
16
Properties=species:S:1:pos:R:3:forces:R:3
C 1.8623 0.3774 -0.5188 0.114 0.007 0.222
N -0.9779 -0.1042 -1.1457 0.843 0.618 -0.232
C -1.4898 0.5757 -0.0270 -0.975 -3.282 0.692
C -0.4363 -0.5279 0.2076 -1.496 1.122 0.324
N -0.7902 -1.6653 0.9470 0.137 -0.381 -0.244
C 0.7843 0.2300 0.5161 -0.902 2.326 -0.691
O -0.0708 1.7095 0.5781 1.254 -1.073 0.002
O -2.5936 0.8992 0.3405 0.515 0.560 -0.172
H -0.0188 2.2676 -0.2130 0.798 -0.157 -0.036
H -1.6181 -0.7467 -1.5959 -0.211 0.162 0.110
H -1.7894 -1.7447 1.0969 0.122 -0.021 -0.006
H -0.3914 -2.5290 0.6034 -0.159 -0.068 0.014
H 1.1187 0.0599 1.5368 -0.063 0.299 -0.067
H 1.4474 0.6120 -1.4966 -0.114 -0.070 0.050
H 2.5652 1.1592 -0.2341 0.071 -0.084 0.023
H 2.3985 -0.5725 -0.5951 0.067 0.044 0.011
```
Positions in Å, forces in eV/Å.

Summary:
gap between HOMO and LUMO: 8.961 eV
ΔE to the lowest compared entry with this formula, charge and spin: 436.5 kJ/mol
highest occupied orbital energy: -8.28 eV
total energy: -11349.5889 eV

Here are the natural (NBO) charges for atoms 1 to 2, given in e: atom 1 (C): -0.657, atom 2 (N): -0.694

---

# 4
Formula: C6H12O3
Source: the OMol25 dataset
Level of theory: ωB97M-V with the def2-TZVPD basis set

Structure (XYZ):
```
21
Properties=species:S:1:pos:R:3:forces:R:3
C -1.5816 -1.1320 0.0235 0.453 0.316 0.936
C -2.2321 -0.0092 -0.7200 0.286 -0.024 0.308
C -1.4921 -1.1741 1.3682 -1.677 -1.455 -0.719
O -1.1682 0.8599 -1.0451 1.070 1.111 1.055
H -0.9248 -1.7492 -0.5755 0.003 -0.222 -0.037
H -2.9855 0.4900 -0.0976 -0.059 -0.084 -0.118
H -2.6795 -0.3537 -1.6575 -0.034 0.109 0.154
H -0.2454 0.2338 1.4926 1.517 2.761 -1.014
H -2.2672 -0.7011 1.9600 0.173 0.634 0.063
H -1.0765 -2.0443 1.8531 0.688 0.115 0.029
C 1.5111 1.1327 0.8092 0.364 -0.276 0.279
C 2.0537 0.0338 -1.4539 0.188 -0.233 -0.034
C 1.7875 -0.1491 0.0086 -0.452 0.196 -0.173
O 0.1475 1.2021 1.1817 -1.199 -2.332 1.148
O 1.6464 -1.2263 0.5368 0.159 0.090 0.051
H -0.6633 1.1572 -0.1613 -1.444 -0.748 -1.894
H 2.1528 1.1315 1.6983 -0.018 -0.007 -0.067
H 1.7305 2.0241 0.2188 -0.070 -0.051 0.030
H 2.8334 0.7766 -1.6168 0.051 0.042 -0.035
H 2.3215 -0.9127 -1.9176 0.031 0.003 0.002
H 1.1318 0.4101 -1.9056 -0.031 0.053 0.034
```
Positions in Å, forces in eV/Å.

Summary:
gap between HOMO and LUMO: 10.513 eV
ΔE to the lowest compared entry with this formula, charge and spin: 273.9 kJ/mol
highest occupied orbital energy: -9.61 eV
SMILES: CC(=O)CO.C=CCO
total energy: -12557.0096 eV

Here are the natural (NBO) charges for atoms 1 to 2, given in e: atom 1 (C): -0.086, atom 2 (C): -0.113

---

# 5
Formula: C8H8O4
Source: the OMol25 dataset
Level of theory: ωB97M-V with the def2-TZVPD basis set

Structure (XYZ):
```
20
Properties=species:S:1:pos:R:3:forces:R:3
C 2.6430 -0.8549 -1.0332 -0.282 -0.075 -0.571
C 1.3630 -1.3256 -0.4069 0.651 -3.413 2.004
C 0.2465 -0.4619 0.0318 -0.516 -0.297 -0.653
C -0.9324 -1.0173 0.6254 1.373 1.242 -0.860
C -1.9434 -0.1515 0.9372 -1.263 -0.628 0.015
C -1.9717 1.1571 0.5096 -0.003 -0.928 0.559
C -0.9503 1.7571 -0.1494 2.039 -2.841 0.313
C 0.1609 0.9117 -0.2369 2.463 2.201 -0.816
H 3.1848 -1.8239 -1.4044 -0.727 2.183 0.891
H 3.1528 -0.1786 -0.2591 -0.315 -1.216 -1.391
H 2.2688 -0.2063 -1.8645 1.096 -0.419 0.351
H -0.0609 -2.5766 0.6760 0.469 -1.137 -0.351
H -2.7858 -0.5624 1.4460 -0.577 -0.149 0.359
H -3.7828 1.5781 0.9985 0.041 -0.292 0.213
H -1.0080 2.7850 -0.2467 0.461 1.814 -0.569
H 1.5402 2.4387 -0.6769 -1.134 -2.542 0.390
O 1.3570 -2.5957 -0.1284 -0.959 3.499 -0.499
O -0.9809 -2.2920 0.8756 -0.532 -0.556 0.701
O -2.9272 1.9905 0.8565 -1.997 1.376 0.302
O 1.4264 1.4283 -0.5502 -0.289 2.180 -0.388
```
Positions in Å, forces in eV/Å.

Summary:
gap between HOMO and LUMO: 9.215 eV
ΔE to the lowest compared entry with this formula, charge and spin: 118.1 kJ/mol
highest occupied orbital energy: -8.80 eV
SMILES: CC(=O)c1c(O)cc(O)cc1O
total energy: -16614.6691 eV

Here are the natural (NBO) charges for atoms 1 to 2, given in e: atom 1 (C): -0.703, atom 2 (C): 0.575

---

# 6
Formula: C9H14O
Source: the OMol25 dataset
Level of theory: ωB97M-V with the def2-TZVPD basis set

Structure (XYZ):
```
24
Properties=species:S:1:pos:R:3:forces:R:3
C 3.0710 0.6227 -0.1422 -0.189 -0.025 -0.091
C -0.6983 -0.9607 1.2052 0.066 -0.237 -0.112
C 0.1155 -1.7042 0.3550 -0.269 -0.089 0.097
C -0.2961 0.2980 1.6097 0.116 0.050 -0.063
C 1.3175 -1.1812 -0.0847 -0.041 0.011 0.026
C 0.9194 0.8050 1.1693 -0.221 0.021 0.119
C 1.7421 0.0814 0.3201 0.245 -0.104 -0.182
O -1.8953 -1.4383 1.6680 -0.063 -0.017 -0.125
H -0.2087 -2.6943 0.0426 0.075 0.077 -0.012
H -2.1323 -2.2344 1.1764 0.070 0.098 0.116
H -0.9459 0.8786 2.2438 -0.067 0.067 0.134
H 1.9289 -1.7740 -0.7561 0.040 0.061 0.017
H 1.2115 1.7961 1.4966 0.065 -0.001 -0.044
H 3.0701 1.7102 -0.1217 0.063 0.075 0.018
H 3.2877 0.3055 -1.1647 0.014 0.010 0.075
H 3.8781 0.2693 0.4979 0.096 0.004 0.031
C -1.3287 1.1555 -1.8532 -0.195 0.350 -0.532
C -2.2574 1.7006 -2.9502 0.204 -0.410 0.403
H -0.4474 1.7909 -1.7657 0.065 -0.075 0.126
H -1.8431 1.1432 -0.8991 0.020 -0.063 0.221
H -1.0008 0.1450 -2.0899 0.050 -0.055 0.075
H -3.1376 1.0641 -3.0323 -0.069 0.004 -0.141
H -1.7458 1.7137 -3.9122 -0.098 0.109 -0.046
H -2.6018 2.7005 -2.6985 0.025 0.140 -0.110
```
Positions in Å, forces in eV/Å.

Summary:
gap between HOMO and LUMO: 9.250 eV
ΔE to the lowest compared entry with this formula, charge and spin: 3.4 kJ/mol
highest occupied orbital energy: -8.41 eV
SMILES: Cc1ccc(O)cc1.CC
total energy: -11607.6014 eV

Here are the natural (NBO) charges for atoms 1 to 2, given in e: atom 1 (C): -0.622, atom 2 (C): 0.300